C7H13NO4 | ωB97M-V/def2-TZVPD

Geometry as XYZ:
```
25
C7H13NO4 ωB97M-V/def2-TZVPD
C 2.779 1.120 0.648
C 2.354 -0.179 -0.019
O 1.180 -0.747 0.546
C -0.092 -0.372 0.050
C -0.113 0.907 -0.739
N -0.549 1.887 -0.049
C -0.909 1.510 1.337
C -1.025 -0.013 1.218
H 2.788 0.992 1.729
H 2.160 1.976 0.379
H 3.797 1.360 0.335
H 2.271 -0.077 -1.107
H 3.132 -0.921 0.153
H -0.586 -1.149 -0.553
H 0.152 1.037 -1.779
H -0.632 2.818 -0.439
H -0.135 1.843 2.027
H -1.850 1.982 1.611
H -2.031 -0.357 0.998
H -0.605 -0.479 2.106
C -2.707 -2.457 -1.390
O -3.666 -3.022 -1.902
O -1.440 -2.688 -2.014
O -2.612 -1.683 -0.414
H -1.660 -3.287 -2.735
```

Properties
LUMO, eV: -1.4
Max |F|, hartree/bohr: 0.0191
ΔE to the lowest compared entry with this formula, charge and spin, kcal per mole: 40.9
DFT total energy, Ha: -630.17313
Frontier orbital gap, eV: 6.2

=====

C7H13NO4S | ωB97M-V/def2-TZVPD

Geometry as XYZ:
```
26
C7H13NO4S ωB97M-V/def2-TZVPD
C 0.137 1.731 -1.313
C 2.420 0.508 -3.363
C 0.939 0.615 -1.089
C -1.553 -2.077 1.253
C -1.357 3.204 -0.252
C -0.090 -1.638 0.811
C 0.503 -0.582 1.528
N 1.898 0.336 -2.119
O 0.175 2.423 -2.325
O 1.868 1.641 1.092
O 2.813 -0.481 0.215
O -0.526 2.026 -0.220
S 1.660 0.366 0.516
H 3.301 -0.054 -3.501
H 1.888 1.090 -4.214
H -1.845 -3.020 0.810
H -1.622 -2.077 2.290
H -2.296 -1.306 0.922
H -2.455 2.835 -0.171
H -1.249 3.744 -1.147
H -1.088 3.776 0.794
H -0.124 -1.336 -0.173
H 0.434 -2.652 0.943
H -0.086 0.267 1.752
H 0.891 -1.023 2.435
H 2.565 -0.273 -1.666
```

Properties
LUMO (spin up / spin down), eV: -0.1 / -0.1
Max |F|, hartree/bohr: 0.1175
ΔE to the lowest compared entry with this formula, charge and spin, kcal per mole: 101.5
DFT total energy, Ha: -1028.28646
Frontier orbital gap (spin up / spin down), eV: 8.5 / 8.5

=====

C7H13NS2 | ωB97M-V/def2-TZVPD

Geometry as XYZ:
```
23
C7H13NS2 ωB97M-V/def2-TZVPD
C -1.020 2.603 -0.331
C -0.234 0.422 -0.867
C 1.004 -0.169 0.613
C -0.360 -0.479 0.361
C -1.215 -0.021 1.562
C 3.612 0.046 -0.157
C -2.094 -2.091 -1.083
N -0.844 1.542 -1.004
S 2.196 -1.110 -0.246
S -0.501 -2.249 -0.088
H -1.625 3.508 -0.556
H -0.578 2.633 0.693
H 0.295 -0.132 -1.561
H 1.339 0.635 1.260
H -0.680 0.659 2.147
H -1.808 -0.883 1.932
H -2.002 0.520 1.060
H 3.403 0.511 0.770
H 3.628 0.900 -0.923
H 4.483 -0.542 0.076
H -2.852 -1.771 -0.301
H -2.170 -3.137 -1.468
H -1.976 -1.395 -1.888
```

Properties
LUMO, eV: 0.6
Max |F|, hartree/bohr: 0.0841
ΔE to the lowest compared entry with this formula, charge and spin, kcal per mole: 60.2
DFT total energy, Ha: -1125.48073
Frontier orbital gap, eV: 7.4

=====

C7H13O | ωB97M-V/def2-TZVPD

Geometry as XYZ:
```
21
C7H13O ωB97M-V/def2-TZVPD
C -1.690 1.814 -0.559
O -2.461 2.434 -1.399
C -0.528 0.951 -1.315
C -0.263 -0.441 -1.016
C 0.621 -0.936 -0.091
C 0.760 -2.328 0.097
C 1.334 -0.030 0.901
C 0.360 0.545 1.963
H -1.126 2.488 0.129
H -2.222 1.089 0.115
H -0.831 1.007 -2.357
H 0.423 1.464 -1.123
H 0.025 -3.354 -1.787
H -0.727 -1.154 -1.685
H 1.732 -2.610 0.537
H 0.343 -3.077 -0.805
H 1.833 0.788 0.376
H 2.058 -0.630 1.441
H 0.169 -0.263 2.665
H -0.575 0.802 1.480
H 0.765 1.438 2.435
```

Properties
LUMO, eV: 2.3
Total charge: -1
Max |F|, hartree/bohr: 0.0339
ΔE to the lowest compared entry with this formula, charge and spin, kcal per mole: 115.5
DFT total energy, Ha: -349.53778
Frontier orbital gap, eV: 5.3

=====

C7H13O | ωB97M-V/def2-TZVPD

Geometry as XYZ:
```
21
C7H13O ωB97M-V/def2-TZVPD
C -0.965 -2.094 -1.608
O -1.264 -1.816 -2.873
C -1.034 -0.880 -0.666
C -0.026 0.152 -1.127
C 0.110 1.385 -0.191
C 0.182 1.091 2.321
C 0.890 1.134 1.080
C 2.187 0.697 0.909
H -0.081 -2.764 -1.397
H -1.634 -2.871 -1.145
H -0.803 -1.224 0.325
H -1.996 -0.356 -0.602
H -0.261 0.496 -2.144
H 0.958 -0.327 -1.180
H 0.698 2.166 -0.711
H -0.832 1.897 -0.004
H 0.645 0.693 3.215
H -0.786 1.514 2.094
H -1.355 0.015 1.915
H 2.727 0.777 -0.029
H 2.640 0.316 1.816
```

Properties
LUMO (spin up / spin down), eV: -0.3 / -1.5
Max |F|, hartree/bohr: 0.0579
ΔE to the lowest compared entry with this formula, charge and spin, kcal per mole: 109.0
DFT total energy, Ha: -349.49713
Spin multiplicity: 2
Frontier orbital gap (spin up / spin down), eV: 8.0 / 7.1

=====

C7H13OP | ωB97M-V/def2-TZVPD

Geometry as XYZ:
```
22
C7H13OP ωB97M-V/def2-TZVPD
C 1.073 0.018 1.710
C 1.129 0.953 0.733
C 0.349 0.620 -0.442
C -1.142 0.304 -0.201
C 2.150 2.082 0.815
C -1.938 0.264 -1.508
C -0.254 -2.725 -0.221
O -2.028 -1.643 1.658
P -0.891 -1.255 0.782
H 1.605 0.207 2.565
H 0.365 1.423 -1.250
H 0.845 -0.221 -0.946
H -1.620 0.987 0.498
H 1.652 2.874 1.335
H 2.593 2.489 -0.164
H 2.982 1.746 1.351
H -1.966 1.312 -1.938
H -2.975 -0.129 -1.418
H -1.530 -0.359 -2.377
H -0.933 -2.854 -1.066
H 0.810 -2.491 -0.330
H -0.276 -3.601 0.415
```

Properties
LUMO, eV: 0.7
Max |F|, hartree/bohr: 0.1070
ΔE to the lowest compared entry with this formula, charge and spin, kcal per mole: 44.0
DFT total energy, Ha: -691.01890
Frontier orbital gap, eV: 9.5

=====

What did the fifth record say?
C7H13O | ωB97M-V/def2-TZVPD

Geometry as XYZ:
```
21
C7H13O ωB97M-V/def2-TZVPD
C -0.965 -2.094 -1.608
O -1.264 -1.816 -2.873
C -1.034 -0.880 -0.666
C -0.026 0.152 -1.127
C 0.110 1.385 -0.191
C 0.182 1.091 2.321
C 0.890 1.134 1.080
C 2.187 0.697 0.909
H -0.081 -2.764 -1.397
H -1.634 -2.871 -1.145
H -0.803 -1.224 0.325
H -1.996 -0.356 -0.602
H -0.261 0.496 -2.144
H 0.958 -0.327 -1.180
H 0.698 2.166 -0.711
H -0.832 1.897 -0.004
H 0.645 0.693 3.215
H -0.786 1.514 2.094
H -1.355 0.015 1.915
H 2.727 0.777 -0.029
H 2.640 0.316 1.816
```

Properties
LUMO (spin up / spin down), eV: -0.3 / -1.5
Max |F|, hartree/bohr: 0.0579
ΔE to the lowest compared entry with this formula, charge and spin, kcal per mole: 109.0
DFT total energy, Ha: -349.49713
Spin multiplicity: 2
Frontier orbital gap (spin up / spin down), eV: 8.0 / 7.1

=====

Q: Among the records above, which one has the highest DFT total energy?
A: number 5

=====

Repeat the fourth record exactly.
C7H13O | ωB97M-V/def2-TZVPD

Geometry as XYZ:
```
21
C7H13O ωB97M-V/def2-TZVPD
C -1.690 1.814 -0.559
O -2.461 2.434 -1.399
C -0.528 0.951 -1.315
C -0.263 -0.441 -1.016
C 0.621 -0.936 -0.091
C 0.760 -2.328 0.097
C 1.334 -0.030 0.901
C 0.360 0.545 1.963
H -1.126 2.488 0.129
H -2.222 1.089 0.115
H -0.831 1.007 -2.357
H 0.423 1.464 -1.123
H 0.025 -3.354 -1.787
H -0.727 -1.154 -1.685
H 1.732 -2.610 0.537
H 0.343 -3.077 -0.805
H 1.833 0.788 0.376
H 2.058 -0.630 1.441
H 0.169 -0.263 2.665
H -0.575 0.802 1.480
H 0.765 1.438 2.435
```

Properties
LUMO, eV: 2.3
Total charge: -1
Max |F|, hartree/bohr: 0.0339
ΔE to the lowest compared entry with this formula, charge and spin, kcal per mole: 115.5
DFT total energy, Ha: -349.53778
Frontier orbital gap, eV: 5.3